(1)
C27H40N2OP2Re | ωB97M-V with the def2-TZVPD basis set

Geometry as XYZ:
```
73
Properties=species:S:1:pos:R:3:forces:R:3:mulliken_spin:R:1
Re 0.001482 0.305564 -0.873376 3.69 -1.88 1.71 2.07
P -0.411022 2.469499 -0.257703 -1.06 2.59 1.01 -0.02
P 0.314118 -2.006094 -1.531476 0.03 -1.14 -0.18 0.04
N -1.718691 -0.041649 -0.718742 -3.37 -0.43 -0.90 0.32
H 1.565819 1.601474 -1.349562 1.86 -0.19 -2.83 -0.07
C -0.831089 3.534024 -1.687177 0.06 0.11 0.03 0.02
H -0.885273 4.577490 -1.358465 -0.07 -0.10 -0.13 0.00
H -1.801405 3.221251 -2.089440 0.21 0.03 0.06 0.00
H -0.075280 3.434019 -2.469507 -0.25 0.09 0.24 -0.01
C 0.761984 3.525701 0.681393 0.06 -0.09 -0.10 0.01
H 0.296389 4.501698 0.874498 0.14 -0.23 -0.07 0.00
H 1.677563 3.664463 0.096521 -0.10 0.04 0.16 0.00
H 1.016520 3.049075 1.635963 -0.01 0.06 -0.23 0.00
C -1.922596 2.721911 0.771934 0.08 -0.04 -0.03 0.03
H -1.930768 3.753107 1.145972 -0.07 -0.16 -0.10 0.00
H -1.928553 2.033511 1.625498 -0.08 0.15 -0.31 -0.01
H -2.818780 2.545683 0.164863 0.19 -0.06 0.16 0.00
C 0.225181 -2.365804 -3.324260 0.03 0.03 0.00 0.00
H 0.237363 -3.450278 -3.484902 0.00 0.14 0.06 0.00
H 1.059917 -1.901242 -3.855386 -0.20 -0.04 0.12 0.00
H -0.712715 -1.956723 -3.716177 0.21 -0.02 0.04 0.00
C 1.904332 -2.770066 -1.054805 -0.09 -0.33 0.00 0.00
H 1.899871 -3.825309 -1.361987 0.13 0.19 0.10 0.00
H 2.054916 -2.702717 0.029748 0.00 0.04 -0.23 0.00
H 2.726019 -2.245707 -1.558248 -0.25 -0.16 0.17 0.00
C -0.977446 -3.165833 -0.941884 0.19 -0.21 0.11 0.02
H -0.679687 -4.190716 -1.202555 -0.16 0.16 0.06 0.00
H -1.929556 -2.925239 -1.432952 0.25 0.01 0.13 0.00
H -1.112746 -3.092033 0.142571 -0.08 0.00 -0.37 0.00
C -3.015554 -0.296548 -0.444782 -0.18 -0.03 0.70 -0.10
C -5.363621 -0.195814 -1.054522 0.00 -0.20 0.34 -0.08
C -4.038684 0.013850 -1.385364 0.68 -0.04 0.08 0.15
C -3.379749 -0.836168 0.820127 0.48 0.17 -0.10 0.13
C -4.709382 -1.040487 1.136816 -0.01 0.06 -0.31 -0.09
C -5.704376 -0.723340 0.202020 -0.19 0.01 0.00 0.16
H -6.139149 0.049517 -1.777288 0.09 -0.06 0.17 0.00
H -3.716275 0.420885 -2.349251 -0.27 -0.12 0.30 0.01
H -2.554854 -1.049061 1.516067 -0.70 0.05 -0.32 0.04
H -4.963788 -1.449746 2.113737 -0.05 0.09 -0.22 0.00
H -6.751909 -0.886904 0.455960 0.25 0.06 -0.09 0.01
C 1.897045 1.129160 -2.608169 -1.41 0.74 2.32 0.11
O 0.716634 0.397190 -2.783772 -0.34 0.03 -0.44 0.11
C 1.969050 2.177468 -3.700858 0.50 0.16 0.37 0.03
H 2.946869 2.667894 -3.673970 -0.14 0.11 -0.16 0.00
H 1.187514 2.929570 -3.589962 0.17 -0.18 -0.21 0.00
H 1.837362 1.670789 -4.665244 0.03 0.04 0.14 0.00
C 3.137743 0.265003 -2.480113 0.36 0.20 0.27 0.04
H 3.088697 -0.602134 -3.159904 -0.02 0.36 0.10 0.00
H 3.291422 -0.086674 -1.447737 -0.17 0.00 -0.38 -0.01
H 4.013436 0.875247 -2.731883 -0.03 -0.25 -0.01 0.00
C -1.814475 -1.642979 4.059552 -0.22 0.02 0.08 0.00
C -1.584387 -0.265376 3.968646 0.31 -0.05 -0.20 0.00
C -0.711349 0.234354 2.999015 0.13 -0.87 -0.06 0.01
C -0.084426 -0.662158 2.112515 0.25 0.04 -0.06 -0.01
C -0.295497 -2.049789 2.223223 -0.13 0.65 0.33 -0.01
C -1.185498 -2.532909 3.185476 0.30 0.09 -0.04 0.00
N 0.822541 -0.143245 1.132508 -0.64 0.53 -1.13 0.17
C 2.160436 -0.053053 1.545720 -0.04 -0.15 -0.12 -0.10
C 3.030649 0.915108 0.994488 -0.14 -0.25 0.17 0.05
C 4.382310 0.927693 1.327341 -0.14 -0.27 0.28 -0.03
C 4.885801 0.006875 2.253697 -0.05 -0.09 -0.03 0.03
C 4.024665 -0.928599 2.846313 0.05 0.37 -0.17 -0.02
C 2.678058 -0.954253 2.510294 -0.02 0.26 -0.21 0.02
H -2.483822 -2.028074 4.834689 0.21 0.14 -0.32 0.00
H -2.058181 0.426538 4.662475 0.02 -0.21 -0.09 0.00
H -0.454038 1.292468 2.924538 -0.16 -0.33 0.09 0.00
H 0.293015 -2.713035 1.582755 -0.35 0.20 0.26 0.00
H -1.354026 -3.609398 3.263350 -0.01 0.34 0.07 0.00
H 2.617512 1.677483 0.332173 0.21 -0.40 0.11 -0.02
H 5.037762 1.670303 0.867546 -0.15 -0.20 0.20 0.00
H 5.939438 0.020611 2.521968 -0.17 0.00 -0.06 0.00
H 4.396389 -1.645332 3.581096 -0.01 0.24 -0.21 0.00
H 2.002821 -1.671991 2.978357 0.35 0.21 -0.12 0.00
```
Forces are in eV/Å.

Calculated values
Spin multiplicity   4
Highest occupied orbital energy (spin up / spin down)   -5.2 / -7.0 eV
E   -1998.46969 a.u.

(2)
C27H40N3O3S4Ti | ωB97M-V with the def2-TZVPD basis set

Geometry as XYZ:
```
78
Properties=species:S:1:pos:R:3:forces:R:3:mulliken_spin:R:1
Ti 0.064705 0.275970 0.227142 0.53 -0.58 0.13 1.01
C 1.239082 -0.216243 3.597859 0.02 0.01 -0.08 0.01
C 1.953411 1.105091 3.876452 0.12 -0.09 0.19 0.03
S 2.113554 2.206739 2.452157 -0.06 0.07 -0.06 0.04
C 3.691819 1.682185 1.743416 0.10 0.11 0.05 0.00
C 3.703936 0.368996 0.986550 0.06 -0.17 0.11 0.00
S 2.665805 0.415455 -0.499150 -0.19 0.07 0.20 -0.01
C 2.932490 -1.290364 -1.087360 0.18 -0.07 0.01 0.00
C 1.766436 -2.259525 -0.903534 -0.04 -0.08 -0.24 -0.01
S 0.861395 -2.066280 0.658702 -0.09 0.32 0.01 0.02
C -2.196423 -2.916134 2.288402 -0.01 -0.03 -0.16 0.09
C -1.801767 -2.423855 3.452283 -0.02 0.06 0.11 -0.02
S -0.328019 0.133788 2.770033 -0.08 0.12 0.39 0.84
H 1.017092 -0.710521 4.544173 0.00 -0.03 -0.03 0.00
H 1.814618 -0.884285 2.954915 -0.06 0.05 0.09 0.02
H 2.947798 0.899853 4.284875 -0.07 0.04 -0.04 0.00
H 1.409957 1.674346 4.633439 0.00 -0.02 -0.06 0.00
H 4.423113 1.644204 2.555375 -0.05 -0.02 -0.05 0.00
H 3.997698 2.503959 1.092647 -0.03 -0.01 -0.02 0.00
H 3.371624 -0.462715 1.613163 0.01 0.06 -0.09 0.00
H 4.730746 0.162898 0.671685 -0.09 0.01 -0.05 0.00
H 3.808410 -1.640033 -0.537175 -0.06 0.03 -0.04 0.00
H 3.211088 -1.223563 -2.139569 -0.04 0.03 0.03 0.00
H 2.178106 -3.272081 -0.927158 -0.05 0.06 0.01 0.00
H 1.076831 -2.164777 -1.745992 0.10 -0.02 0.17 0.00
H -1.571420 -3.582882 1.716931 0.09 -0.12 -0.08 0.00
H -3.168850 -2.678806 1.883284 -0.20 0.02 -0.08 0.00
H -0.858189 -2.714151 3.885555 0.20 -0.02 0.08 0.00
H -2.435842 -1.771361 4.030862 -0.08 0.08 0.12 0.00
O -1.892864 -0.435250 -0.014008 -0.04 -0.33 0.26 -0.03
C -2.352069 -0.427844 -1.416422 -0.01 -0.27 0.16 0.01
C -1.094743 -0.303892 -2.307289 0.30 -0.01 -0.02 0.02
O -1.175569 -0.432232 -3.497840 -0.13 0.01 -0.05 0.00
O 0.023504 -0.040530 -1.658456 -0.22 0.06 -0.62 0.00
C -3.240848 0.789494 -1.519756 -0.06 0.11 -0.09 -0.02
C -4.367620 0.855678 -0.701787 -0.03 -0.02 -0.07 0.00
C -5.164700 1.985238 -0.691731 0.02 0.00 -0.08 0.00
C -4.842407 3.067201 -1.502138 -0.01 -0.03 0.04 0.00
C -3.729188 3.004459 -2.321955 0.01 0.00 0.01 0.00
C -2.928553 1.869522 -2.332948 -0.02 -0.03 0.00 0.00
C -3.026773 -1.758785 -1.695142 0.00 0.09 -0.13 -0.01
C -2.390332 -2.935851 -1.302031 0.01 0.07 -0.03 0.00
C -2.972697 -4.163795 -1.564079 -0.05 0.01 -0.01 0.00
C -4.180672 -4.228910 -2.241964 0.03 0.01 0.01 0.00
C -4.794535 -3.063082 -2.667387 0.00 0.01 -0.01 0.00
C -4.219744 -1.830594 -2.399370 -0.03 0.02 0.05 0.00
H -2.053957 -1.317211 0.380033 0.09 0.33 -0.13 0.00
H -4.620655 0.014840 -0.069757 0.00 -0.05 0.04 0.00
H -6.040699 2.020662 -0.061541 -0.07 0.00 0.06 0.00
H -5.466945 3.947737 -1.501758 -0.06 0.08 -0.01 0.00
H -3.486030 3.832626 -2.971294 0.01 0.07 -0.05 0.00
H -2.076432 1.825787 -2.996630 0.04 -0.02 -0.03 0.00
H -1.419730 -2.905837 -0.817200 0.06 0.03 0.07 0.00
H -2.475084 -5.069189 -1.252497 0.05 -0.09 0.03 0.00
H -4.632072 -5.186240 -2.451557 -0.05 -0.09 -0.02 0.00
H -5.724064 -3.108926 -3.214279 -0.07 -0.01 -0.04 0.00
H -4.702655 -0.927335 -2.743097 -0.01 0.03 -0.02 0.00
C -2.516383 2.606796 1.595366 -0.12 -0.12 -0.11 0.02
N -1.558503 3.657104 1.311394 0.05 -0.05 0.01 0.01
C -1.565051 4.780958 2.227377 0.03 -0.02 0.12 0.00
C -0.629145 3.512524 0.351855 -0.06 0.20 0.16 -0.01
N -0.282658 2.311109 -0.059453 0.29 -0.09 -0.52 -0.03
N -0.070467 4.640004 -0.160902 -0.16 -0.19 0.11 0.00
C -0.869868 5.840611 -0.363428 -0.08 0.05 -0.15 0.00
C 1.126038 4.554741 -0.972147 0.16 -0.11 -0.01 0.00
H -3.511888 3.051567 1.672638 0.04 -0.04 0.02 0.00
H -2.285520 2.105642 2.540378 -0.03 0.01 -0.06 0.00
H -2.530219 1.883142 0.776607 0.00 0.20 0.28 -0.01
H -1.602772 4.392073 3.245301 -0.01 0.04 0.06 0.00
H -2.432246 5.422457 2.066879 -0.03 0.04 0.07 0.00
H -0.656183 5.363105 2.109042 -0.02 0.01 0.08 0.00
H 0.175792 2.379430 -0.970280 -0.10 0.02 0.08 0.01
H -0.895077 6.073309 -1.430857 0.00 0.03 0.03 0.00
H -0.450805 6.692722 0.173117 -0.01 0.02 -0.02 0.00
H -1.890222 5.669948 -0.030471 0.06 0.07 -0.10 0.00
H 0.901068 4.319397 -2.018119 0.01 -0.01 -0.01 0.00
H 1.802866 3.798485 -0.571360 -0.04 0.06 -0.03 0.00
H 1.630874 5.517127 -0.942421 0.04 0.04 -0.01 0.00
```
Forces are in eV/Å.

Calculated values
Spin multiplicity   3
Total charge   +1
Energy above the lowest of the compared OMol25 structures with the same formula, charge and spin   39.89 kcal/mol
Highest occupied orbital energy (spin up / spin down)   -10.4 / -10.8 eV
E   -3884.91308 a.u.

(3)
C27H40N9P2RbS | ωB97M-V with the def2-TZVPD basis set

Geometry as XYZ:
```
80
Properties=species:S:1:pos:R:3:forces:R:3:mulliken_charge:R:1
Rb 0.045195 -0.260926 -0.136962 0.08 0.41 -0.01 0.48
C 4.506570 -2.831116 0.607635 0.08 -0.09 0.01 -1.50
C 3.386130 -1.882418 0.291477 0.13 0.42 -0.31 0.27
N 2.230569 -1.903213 0.852391 0.10 -0.35 0.19 0.90
N 2.028272 -2.955089 1.708217 -0.05 0.35 -0.08 -1.12
C 0.979465 -2.865016 2.499650 -0.37 0.03 0.05 0.15
N 0.750528 -4.023788 3.207273 0.14 0.00 -0.08 -0.37
S -0.163465 -1.594756 2.804552 0.22 -0.17 -0.08 -0.39
C 3.660137 -0.832518 -0.748126 -0.01 -0.26 0.25 0.28
C 4.854622 -0.872152 -1.476797 -0.06 0.05 -0.02 -0.62
C 5.089639 0.076634 -2.456633 0.05 -0.06 0.03 -0.51
C 4.138897 1.053952 -2.693174 -0.07 0.08 0.01 -0.81
C 2.988000 1.030614 -1.918226 0.08 -0.05 -0.01 -0.26
N 2.752239 0.123901 -0.979604 0.02 -0.05 0.03 0.08
H 4.235719 -3.449341 1.456012 -0.02 0.02 0.00 0.38
H 5.419822 -2.277212 0.838244 -0.01 -0.01 0.04 0.35
H 4.737123 -3.487021 -0.236851 -0.06 -0.01 -0.01 0.33
H 1.525816 -4.667722 3.224756 -0.03 -0.05 0.05 0.23
H 0.188863 -3.934385 4.034865 0.02 0.03 0.01 0.24
H 5.584378 -1.641830 -1.280702 0.03 0.00 -0.03 0.31
H 6.010409 0.048944 -3.026095 0.00 0.01 -0.01 0.42
H 4.277263 1.820430 -3.443312 0.02 0.00 -0.01 0.45
H 2.214647 1.781037 -2.060020 -0.01 0.01 0.00 0.39
C -4.129950 1.927270 -0.852297 -0.14 0.05 -0.02 -1.39
P -3.169903 0.576067 -0.071180 -0.03 -0.08 -0.04 1.00
C -3.534229 0.897705 1.697114 -0.05 0.04 0.11 -1.42
C -4.303882 -0.850779 -0.377590 -0.10 0.01 -0.04 -1.11
C -3.819427 -2.155730 0.261084 -0.07 -0.06 0.11 -1.13
P -2.190647 -2.762673 -0.369528 0.00 -0.01 -0.05 0.87
C -2.730294 -3.485148 -1.975627 -0.10 -0.08 -0.05 -1.52
C -2.030950 -4.278698 0.638612 -0.02 -0.12 0.05 -1.31
H -5.167374 1.959064 -0.508295 0.01 0.00 0.01 0.43
H -4.123940 1.809224 -1.937235 0.01 -0.02 0.00 0.35
H -3.650591 2.880434 -0.625350 0.02 -0.01 0.02 0.32
H -4.608201 0.946107 1.899243 0.00 -0.01 -0.02 0.43
H -3.076620 1.844371 1.989351 0.01 0.01 -0.02 0.36
H -3.088887 0.120077 2.320561 0.02 -0.02 -0.03 0.31
H -4.383798 -0.969201 -1.463668 0.02 0.00 0.00 0.33
H -5.310410 -0.608858 -0.017141 0.01 0.01 0.01 0.50
H -4.575461 -2.939293 0.134001 0.03 0.00 -0.02 0.54
H -3.695397 -2.023973 1.340934 0.03 0.02 -0.01 0.37
H -3.569470 -4.177586 -1.860600 0.00 0.01 0.01 0.46
H -1.894832 -4.023095 -2.428114 0.03 0.01 0.03 0.34
H -3.018055 -2.689447 -2.664887 0.01 0.03 0.01 0.34
H -2.925064 -4.907348 0.599102 -0.01 0.02 0.01 0.40
H -1.822386 -3.989130 1.669921 -0.01 0.02 -0.01 0.27
H -1.174468 -4.860911 0.295525 0.01 0.02 -0.03 0.38
N -0.203413 4.589257 0.047958 0.05 0.04 -0.03 -0.02
C -0.164494 3.972154 1.300769 -0.05 0.07 -0.04 0.57
C -0.069581 4.817030 2.417287 -0.01 -0.07 0.00 -0.83
C -0.007143 4.242856 3.666036 0.00 -0.01 0.07 -0.45
C -0.041334 2.856660 3.784302 -0.01 0.04 -0.03 -0.81
C -0.140099 2.117510 2.623565 -0.01 0.01 -0.13 -0.30
N -0.205424 2.655778 1.396886 0.09 -0.12 0.10 0.33
C -0.309653 4.069015 -1.232725 0.01 0.08 0.02 0.53
C -0.070417 4.946801 -2.308064 -0.02 -0.07 0.03 -0.71
C -0.197622 4.466620 -3.589283 0.00 -0.02 -0.09 -0.62
C -0.551521 3.132413 -3.790741 0.06 0.13 0.11 -0.81
C -0.764211 2.361485 -2.666942 -0.09 -0.15 -0.04 -0.18
N -0.654975 2.805014 -1.411584 0.04 -0.07 -0.06 0.41
H -0.017046 5.577239 0.072962 -0.01 -0.02 0.02 0.15
H -0.046171 5.892745 2.296888 0.00 0.01 -0.02 0.38
H 0.069319 4.872255 4.543802 0.00 -0.01 0.01 0.39
H 0.011629 2.359722 4.741799 0.00 0.01 0.01 0.48
H -0.156962 1.032221 2.657480 0.03 0.00 0.09 0.19
H 0.207860 5.977010 -2.125434 0.01 0.01 0.01 0.41
H -0.020624 5.125710 -4.430060 0.00 -0.01 0.00 0.39
H -0.659515 2.709915 -4.779126 -0.01 0.01 -0.02 0.53
H -1.044594 1.317610 -2.765462 -0.01 -0.01 0.00 0.13
C 1.308323 -1.346249 -5.990665 0.08 0.00 0.01 -0.94
N 0.110980 -1.841082 -5.327890 -0.17 -0.01 -0.06 0.01
C -0.389304 -3.153204 -5.722452 0.02 0.04 0.01 -0.89
C -0.140090 -1.431163 -4.093798 0.12 -0.03 0.07 0.21
N -0.369953 -1.059859 -3.024014 -0.03 0.06 -0.05 -0.26
H 1.104791 -1.216236 -7.053626 0.01 -0.02 0.00 0.32
H 2.144443 -2.041340 -5.866619 0.00 0.02 -0.01 0.31
H 1.584903 -0.385435 -5.563261 0.00 0.00 -0.02 0.33
H -0.658500 -3.131620 -6.778165 0.02 -0.01 -0.01 0.30
H -1.276209 -3.385504 -5.137899 0.00 -0.02 -0.02 0.29
H 0.364163 -3.928506 -5.556143 -0.02 -0.02 -0.01 0.32
```
Forces are in eV/Å.

Calculated values
Energy above the lowest of the compared OMol25 structures with the same formula, charge and spin   11.24 kcal/mol
Highest occupied orbital energy   -6.5 eV
E   -2650.66022 a.u.